1.
A cluster of 2 separate species, C3H7OS in total, computed with ωB97M-V/def2-TZVPD.

For the HOMO-LUMO gap, the calculation gives 0.279 Ha. The total charge is -1. Its LUMO energy is 4.2 eV. The relative energy (zero: lowest compared OMol25 entry of this formula, charge and spin) is 27.9 kJ/mol. Its spin multiplicity is 1.

Last column: Mulliken charge in e.
CARTESIAN COORDINATES (ANGSTROEM)
C -0.5032 -2.5367 -0.7116  -0.9897
C -0.3170 -1.1970 -0.4183  0.8974
O -0.5437 -0.7443 0.8210  -0.4665
C 0.1525 -0.1996 -1.4756  -1.1497
H -0.2939 -2.8415 -1.7408  0.2306
H -0.8961 -3.1582 0.1144  0.2547
H -0.1897 0.2233 0.9714  0.2080
H 0.3090 -0.7534 -2.4143  0.2658
H -0.6592 0.5947 -1.6138  0.2586
H 1.0433 0.3552 -1.1349  0.3181
S 0.4862 2.0433 0.8186  -0.8092
H 1.2627 2.4419 1.7867  -0.0182

2.
A cluster of 2 separate species, C3H7OS in total, computed with ωB97M-V/def2-TZVPD.

For the HOMO-LUMO gap, the calculation gives 0.235 Ha. The total charge is -1. Its LUMO energy is 4.0 eV. The relative energy (zero: lowest compared OMol25 entry of this formula, charge and spin) is 77.6 kJ/mol. Its spin multiplicity is 1.

Last column: Mulliken charge in e.
CARTESIAN COORDINATES (ANGSTROEM)
C -2.1886 -0.7490 -0.0946  -0.7705
S -0.8126 -1.9590 -0.3425  -0.7201
H -2.5128 -0.7839 0.9480  0.1692
H -1.9353 0.2601 -0.4209  0.1765
H -3.0824 -1.0815 -0.6370  0.2380
O 1.8942 1.7664 -1.2727  -0.5372
C 1.2306 1.0731 -0.5426  0.2547
C 1.7405 0.3469 0.6323  -0.8237
H 0.2281 0.7729 -0.8751  0.2135
H 2.5248 0.9285 1.1141  0.3196
H 2.0003 -0.6298 0.2098  0.2191
H 0.9134 0.0554 1.2812  0.2610

3.
A cluster of 2 separate species, C3H7OS in total, computed with ωB97M-V/def2-TZVPD.

For the HOMO-LUMO gap (spin up / spin down), the calculation gives 0.377 / 0.258 Ha. Its LUMO energy (spin up / spin down) is 0.8 / -2.1 eV. The relative energy (zero: lowest compared OMol25 entry of this formula, charge and spin) is 81.5 kJ/mol. Its spin multiplicity is 2.

Last column: Mulliken charge in e.
CARTESIAN COORDINATES (ANGSTROEM)
C -1.3117 -0.8885 1.2660  -0.6514
S 0.0508 -1.8908 0.9561  -0.1071
H -1.2829 -0.0342 0.4888  0.1551
H -1.2254 -0.3521 2.2633  0.3032
H -2.3268 -1.3057 1.1389  0.3205
O 0.4643 2.4792 -0.4926  -0.5023
C 0.5719 1.2602 -0.3620  0.1821
C 0.9443 0.1148 -1.3565  -0.8827
H 0.8028 0.8877 0.6926  0.2839
H 0.0742 -0.4625 -1.7050  0.3331
H 1.5412 0.6674 -2.1735  0.2891
H 1.6974 -0.4755 -0.7161  0.2766

4.
The ion C3H7OS2 with charge -1, computed with ωB97M-V/def2-TZVPD.

Its SMILES is [O-]CCCSS. For the HOMO-LUMO gap, the calculation gives 0.204 Ha. The total charge is -1. Its LUMO energy is 3.0 eV. The relative energy (zero: lowest compared OMol25 entry of this formula, charge and spin) is 102.8 kJ/mol. Its spin multiplicity is 1.

Last column: Mulliken charge in e.
CARTESIAN COORDINATES (ANGSTROEM)
C -0.5751 -0.4123 -0.8744  -0.4764
C -0.2138 -1.7886 -0.2075  -0.4535
O 1.0914 -2.0006 0.0099  -0.8661
C -0.1536 0.6370 0.1348  -0.7725
S -0.0109 2.4739 -0.2483  -0.1311
S 1.6666 3.0105 0.9800  -0.2367
H -0.0078 -0.2738 -1.8136  0.2885
H -1.5994 -0.4385 -1.2710  0.3362
H -0.7098 -2.6009 -0.7767  0.2743
H -0.7287 -1.6368 0.8004  0.1136
H -0.9067 0.6109 0.9244  0.3671
H 0.8325 0.3292 0.4807  0.4153
H 1.3153 2.0900 1.8613  0.1411

5.
A cluster of 2 separate species, C3H7PS in total, computed with ωB97M-V/def2-TZVPD.

Its SMILES is C#P.CSC. For the HOMO-LUMO gap, the calculation gives 0.326 Ha. Its LUMO energy is 0.5 eV. The relative energy (zero: lowest compared OMol25 entry of this formula, charge and spin) is 227.9 kJ/mol. Its spin multiplicity is 1.

Last column: Mulliken charge in e.
CARTESIAN COORDINATES (ANGSTROEM)
C 2.8960 1.7048 0.5962  -0.0337
C -1.8080 0.6154 -0.1986  -0.8338
C -0.1389 -1.6565 -0.2259  -0.7312
P 3.4285 0.2623 0.3313  -0.3278
S -0.5347 -0.2283 -1.1804  -0.0990
H 0.7972 -1.8318 0.2392  0.2806
H 2.6591 2.7627 0.7538  0.3786
H -2.8144 0.1539 -0.3228  0.2648
H -1.7432 1.6704 -0.4718  0.3043
H -1.3659 0.4766 0.7657  0.2934
H -0.4583 -2.5031 -0.7841  0.3036
H -0.9174 -1.4263 0.4974  0.2002

6.
A cluster of 2 separate species, C3H7S in total, computed with ωB97M-V/def2-TZVPD.

For the HOMO-LUMO gap, the calculation gives 0.236 Ha. The total charge is -1. Its LUMO energy is 4.0 eV. The relative energy (zero: lowest compared OMol25 entry of this formula, charge and spin) is 82.8 kJ/mol. Its spin multiplicity is 1.

Last column: Mulliken charge in e.
CARTESIAN COORDINATES (ANGSTROEM)
S -2.4353 0.8379 -2.0503  -0.8965
H -2.4520 2.1494 -1.9896  -0.0791
C 0.3365 0.7536 0.5646  -0.9380
C 0.3144 -0.7352 0.8892  0.0709
C 1.0839 -1.5694 0.2007  -0.6960
H -0.7039 1.0743 0.6331  0.2399
H 0.9940 1.3676 1.1812  0.2847
H 0.6268 0.9076 -0.4733  0.2795
H -0.5430 -1.0162 1.4759  0.2852
H 1.0721 -2.6504 0.1380  0.2565
H 1.7064 -1.1193 -0.5696  0.1930

7.
An isolated molecule of C3H8BIS, computed with ωB97M-V/def2-TZVPD.

Its SMILES is CB(C)CSI. For the HOMO-LUMO gap, the calculation gives 0.301 Ha. Its LUMO energy is -0.2 eV. The relative energy (zero: lowest compared OMol25 entry of this formula, charge and spin) is 61.2 kJ/mol. Its spin multiplicity is 1.

Last column: Mulliken charge in e.
CARTESIAN COORDINATES (ANGSTROEM)
B 0.1738 -0.5535 -0.2479  0.2214
C -1.0376 -0.7139 0.7656  -0.9942
C -0.2511 -0.6176 -1.7607  -0.8458
C 1.8753 -0.4028 0.5270  -0.7975
S 2.9446 0.6045 -0.5860  -0.1412
I 5.1542 0.1629 0.0893  -0.0392
H -1.3459 -1.7219 0.9231  0.3284
H -1.8266 -0.0669 0.3772  0.3454
H -0.6737 -0.1973 1.6095  0.2881
H -1.2489 -0.1360 -1.9750  0.2274
H -0.2077 -1.6788 -1.9060  0.3324
H 0.4650 -0.3684 -2.5625  0.3306
H 1.7403 0.0573 1.4768  0.3796
H 2.2843 -1.4525 0.7086  0.3646

8.
A cluster of 2 separate species, C3H8BrIO2Si in total, computed with ωB97M-V/def2-TZVPD.

For the HOMO-LUMO gap (spin up / spin down), the calculation gives 0.247 / 0.247 Ha. Its LUMO energy (spin up / spin down) is -1.6 / -1.6 eV. The relative energy (zero: lowest compared OMol25 entry of this formula, charge and spin) is 352.3 kJ/mol. Its spin multiplicity is 1.

Last column: Mulliken charge in e.
CARTESIAN COORDINATES (ANGSTROEM)
C -1.4664 -0.4986 -1.2849  -0.9031
C 1.8270 0.7237 2.7731  -0.5902
C -0.1331 -0.2593 -2.0049  -0.0525
O 2.5735 1.0859 1.6495  -0.1394
O 0.5081 0.8679 -1.6488  -0.6008
Si 2.6927 0.4791 0.1846  0.5951
Br 4.4634 1.4152 -0.6610  -0.1886
I 2.5364 -1.9488 0.0754  -0.0370
H -2.0730 0.4032 -1.3362  0.2749
H -2.0051 -1.3140 -1.7629  0.3291
H -1.3068 -0.7483 -0.2357  0.1979
H 1.7522 1.5956 3.4206  0.2361
H 2.3371 -0.0832 3.3054  0.2841
H 0.8272 0.3925 2.4910  0.2799
H -0.3070 -0.2270 -3.0985  0.2667
H 0.5069 -1.1614 -1.8586  0.0479